Record 1
{
  "formula": "C43H36DyNO3P2S",
  "method": "ωB97M-V/def2-TZVPD",
  "symbols": ["C", "C", "C", "C", "C", "C", "P", "C", "C", "C", "C", "C", "C", "Dy", "P", "C", "C", "C", "C", "C", "C", "C", "C", "C", "C", "C", "C", "C", "C", "C", "C", "C", "C", "C", "C", "C", "C", "C", "C", "H", "H", "H", "H", "H", "H", "H", "H", "H", "H", "H", "H", "H", "H", "H", "H", "H", "H", "H", "H", "H", "H", "H", "H", "H", "H", "H", "H", "H", "H", "H", "H", "O", "S", "O", "N", "C", "O", "C", "C", "C", "C", "C", "C", "H", "H", "H", "H"],
  "coordinates": [[0.330, -0.599, -4.003], [1.060, -1.235, -2.987], [1.351, -2.602, -3.102], [0.990, -3.287, -4.259], [0.360, -2.624, -5.315], [0.076, -1.262, -5.198], [1.478, -0.289, -1.511], [3.022, -1.129, -1.041], [2.965, -1.970, 0.083], [4.087, -2.691, 0.478], [5.272, -2.601, -0.263], [5.320, -1.777, -1.395], [4.204, -1.025, -1.784], [-0.541, 0.253, 0.525], [-2.188, -0.790, -1.472], [-2.248, -2.480, -2.030], [-2.866, -2.851, -3.232], [-2.766, -4.172, -3.673], [-2.076, -5.126, -2.914], [-1.498, -4.763, -1.688], [-1.586, -3.450, -1.247], [-3.139, -0.647, 0.106], [-3.129, 0.604, 0.791], [-3.621, 0.639, 2.107], [-4.194, -0.490, 2.689], [-4.177, -1.712, 2.015], [-3.654, -1.800, 0.728], [-3.010, 0.383, -2.541], [-2.308, 1.567, -2.852], [-2.917, 2.513, -3.669], [-4.215, 2.291, -4.151], [-4.921, 1.134, -3.797], [-4.330, 0.174, -2.970], [2.048, 1.294, -2.234], [2.491, 1.461, -3.555], [2.884, 2.728, -4.008], [2.831, 3.838, -3.160], [2.374, 3.673, -1.847], [2.003, 2.414, -1.382], [-2.782, 1.540, 0.321], [-3.679, 1.597, 2.618], [-4.671, -0.422, 3.670], [-4.589, -2.605, 2.488], [-3.629, -2.760, 0.198], [-3.407, -2.111, -3.815], [-3.212, -4.456, -4.630], [-1.978, -6.155, -3.273], [-0.969, -5.498, -1.078], [-1.149, -3.164, -0.287], [-1.287, 1.725, -2.479], [-2.369, 3.418, -3.935], [-4.682, 3.031, -4.801], [-5.931, 0.966, -4.172], [-4.864, -0.739, -2.685], [2.514, 0.626, -4.261], [3.228, 2.838, -5.037], [3.145, 4.821, -3.519], [2.308, 4.532, -1.177], [1.668, 2.305, -0.343], [2.041, -2.045, 0.662], [4.038, -3.310, 1.375], [6.156, -3.165, 0.041], [6.235, -1.702, -1.983], [4.257, -0.364, -2.654], [1.839, -3.136, -2.283], [1.177, -4.360, -4.323], [0.025, -3.171, -6.200], [-0.426, -0.749, -6.020], [-0.051, 0.413, -3.847], [-2.272, -2.160, -5.415], [-2.540, -1.457, -5.450], [-2.185, 0.707, 4.622], [-1.321, 1.663, 3.994], [-1.847, 2.923, 3.548], [-0.572, 0.944, 2.657], [0.782, 0.924, 2.736], [1.386, 0.547, 1.644], [1.277, 1.362, 4.000], [2.584, 1.306, 4.504], [2.836, 1.781, 5.788], [1.762, 2.245, 6.571], [0.436, 2.171, 6.127], [0.232, 1.773, 4.810], [3.351, 0.893, 3.854], [3.858, 1.799, 6.178], [1.955, 2.674, 7.544], [-0.425, 2.433, 6.744]],
  "lowdin_spin": [0.001, 0.001, 0.001, 0.000, 0.001, 0.000, -0.003, 0.001, 0.000, 0.000, 0.000, 0.000, 0.000, 5.067, -0.014, 0.000, -0.001, 0.000, 0.000, 0.000, 0.000, -0.010, -0.009, -0.002, 0.002, -0.003, 0.002, -0.002, 0.000, 0.000, 0.000, 0.000, 0.000, 0.000, 0.000, 0.000, 0.000, 0.000, -0.001, -0.002, 0.000, 0.000, 0.000, 0.000, 0.000, 0.000, 0.000, 0.000, 0.000, 0.000, 0.000, 0.000, 0.000, 0.000, 0.000, 0.000, 0.000, 0.000, 0.000, 0.000, 0.000, 0.000, 0.000, 0.000, 0.000, 0.000, 0.000, 0.000, 0.000, 0.000, 0.000, 0.000, -0.001, 0.000, -0.013, -0.003, -0.011, 0.000, 0.000, 0.000, 0.000, 0.000, -0.001, 0.000, 0.000, 0.000, 0.000],
  "charge": 2,
  "e_above_lowest_kcal_mol": 0.00,
  "homo_ev": [-13.712, -13.701],
  "fmax_ev_per_a": 2.26,
  "s_squared": 9.36,
  "multiplicity": 6
}

Record 2
{
  "formula": "C20H26BF4N2O7P2SiTi",
  "method": "ωB97M-V/def2-TZVPD",
  "symbols": ["Ti", "O", "P", "O", "O", "O", "P", "O", "O", "O", "H", "H", "C", "Si", "C", "N", "C", "C", "C", "C", "C", "C", "C", "C", "C", "C", "C", "C", "C", "C", "C", "C", "C", "H", "H", "H", "H", "H", "H", "H", "H", "H", "H", "H", "H", "H", "H", "H", "H", "H", "H", "H", "H", "H", "H", "H", "H", "F", "B", "F", "F", "F", "N", "C"],
  "coordinates": [[-0.015, -0.507, 0.083], [0.529, -2.143, 2.196], [0.599, -0.712, 2.909], [0.373, -0.620, 4.341], [-0.251, 0.123, 1.922], [2.152, -0.272, 2.550], [2.838, -0.744, 1.172], [4.109, 0.196, 1.069], [3.186, -2.164, 1.167], [1.824, -0.260, 0.070], [1.386, -2.604, 2.088], [3.910, 1.107, 1.320], [-0.048, -0.089, -2.034], [-0.787, 1.517, -2.515], [0.009, 2.670, -1.277], [-0.117, 2.109, 0.090], [1.000, 2.595, 0.927], [0.991, 4.108, 1.124], [-0.399, 4.599, 1.584], [-1.313, 3.417, 1.893], [-1.443, 2.484, 0.697], [-2.647, 1.587, -2.508], [-3.431, 0.431, -2.511], [-4.818, 0.509, -2.553], [-5.443, 1.747, -2.605], [-4.680, 2.909, -2.617], [-3.296, 2.824, -2.570], [-0.252, 2.114, -4.222], [-1.156, 2.220, -5.282], [-0.743, 2.618, -6.549], [0.590, 2.921, -6.782], [1.510, 2.820, -5.746], [1.090, 2.418, -4.485], [1.000, -0.097, -2.345], [-0.542, -0.936, -2.514], [-0.317, 3.717, -1.328], [1.072, 2.658, -1.545], [1.926, 2.278, 0.443], [0.946, 2.087, 1.886], [1.283, 4.603, 0.196], [1.759, 4.360, 1.859], [-0.860, 5.205, 0.798], [-0.310, 5.245, 2.459], [-2.315, 3.760, 2.157], [-0.942, 2.860, 2.757], [-2.032, 2.977, -0.078], [-1.988, 1.593, 0.988], [-2.968, -0.545, -2.443], [-5.405, -0.400, -2.520], [-6.525, 1.808, -2.627], [-5.165, 3.878, -2.654], [-2.711, 3.740, -2.580], [-2.203, 1.992, -5.116], [-1.465, 2.689, -7.354], [0.914, 3.231, -7.769], [2.554, 3.048, -5.922], [1.831, 2.330, -3.697], [-2.367, -1.901, 1.553], [-3.084, -1.196, 0.625], [-1.974, -0.324, -0.123], [-3.936, -0.261, 1.149], [-3.632, -1.964, -0.368], [0.009, -3.571, -0.952], [-0.024, -2.479, -0.577]],
  "lowdin_charge": [1.056, -0.139, 0.272, -0.227, -0.351, -0.247, 0.260, -0.080, -0.230, -0.360, 0.081, 0.081, -0.272, 0.617, -0.223, -0.199, -0.212, -0.167, -0.182, -0.173, -0.157, -0.257, -0.079, -0.067, -0.091, -0.094, -0.116, -0.220, -0.087, -0.094, -0.105, -0.098, -0.098, 0.032, 0.021, 0.094, 0.088, 0.106, 0.101, 0.098, 0.108, 0.104, 0.101, 0.118, 0.116, 0.109, 0.095, 0.101, 0.108, 0.096, 0.095, 0.104, 0.097, 0.097, 0.095, 0.096, 0.095, 0.171, -1.163, -0.119, 0.172, 0.170, 0.042, -0.294],
  "charge": -1,
  "e_above_lowest_kcal_mol": 29.15,
  "homo_ev": -6.816,
  "fmax_ev_per_a": 1.64,
  "multiplicity": 1
}

Record 3
{
  "formula": "CH6NO3P",
  "method": "ωB97M-V/def2-TZVPD",
  "symbols": ["C", "N", "O", "O", "O", "P", "H", "H", "H", "H", "H", "H"],
  "coordinates": [[-0.149, -1.166, 0.605], [1.636, 0.282, 1.636], [-0.380, -0.448, -2.140], [0.005, 1.373, -0.353], [-2.273, 0.215, -0.740], [-0.672, 0.070, -0.578], [-0.930, -0.937, 1.379], [1.029, -0.688, 1.275], [1.302, 1.113, 1.156], [0.333, -0.883, -2.574], [2.604, 0.024, 1.499], [-2.505, 1.044, -1.163]],
  "lowdin_spin": [1.122, 0.524, 0.013, 0.087, 0.018, 0.101, 0.059, 0.050, 0.012, 0.000, 0.014, 0.002],
  "charge": 0,
  "e_above_lowest_kcal_mol": 0.00,
  "homo_ev": [-9.346, -9.958],
  "fmax_ev_per_a": 4.00,
  "s_squared": 2.02,
  "multiplicity": 3
}

Record 4
{
  "formula": "C4H9NO2",
  "method": "ωB97M-V/def2-TZVPD",
  "symbols": ["C", "C", "N", "H", "H", "H", "H", "H", "H", "O", "C", "O", "C", "H", "H", "H"],
  "coordinates": [[0.023, -2.139, 0.234], [1.967, -0.592, 0.232], [1.454, -1.760, 0.075], [-0.124, -2.821, 1.086], [-0.291, -2.587, -0.722], [-0.570, -1.234, 0.417], [1.163, 0.170, 0.458], [2.936, -0.376, -0.164], [2.057, -2.453, -0.398], [0.379, 1.305, -0.784], [-0.598, 1.424, 0.019], [-0.648, 0.770, 1.124], [-1.724, 2.405, -0.324], [-2.284, 1.963, -1.163], [-2.389, 2.543, 0.581], [-1.350, 3.384, -0.671]],
  "lowdin_charge": [-0.010, 0.150, -0.019, 0.099, 0.101, 0.070, 0.078, 0.112, 0.161, -0.103, -0.708, -0.124, -0.032, 0.071, 0.085, 0.072],
  "charge": 0,
  "e_above_lowest_kcal_mol": 65.26,
  "homo_ev": -8.302,
  "fmax_ev_per_a": 2.96,
  "multiplicity": 1
}

Record 5
{
  "formula": "C4H9DyO4",
  "method": "ωB97M-V/def2-TZVPD",
  "symbols": ["C", "O", "H", "H", "H", "O", "O", "C", "C", "O", "C", "Dy", "H", "H", "H", "H", "H", "H"],
  "coordinates": [[0.847, -3.882, 1.537], [1.133, -2.660, 2.169], [1.356, -4.686, 2.080], [-0.246, -4.023, 1.519], [1.168, -3.849, 0.483], [-2.239, 2.355, 1.811], [0.603, 0.428, 0.014], [0.966, -0.817, 0.261], [0.353, -1.349, 1.755], [-1.770, 0.124, 1.950], [-2.237, 1.254, 2.662], [-1.496, 1.348, 0.056], [2.055, -0.948, 0.374], [0.523, -1.573, -0.416], [0.792, -0.637, 2.466], [-0.621, -1.770, 1.448], [-3.264, 1.044, 3.036], [-1.575, 1.428, 3.541]],
  "lowdin_spin": [0.026, 0.270, 0.001, 0.006, 0.016, -0.004, 0.249, 0.143, 0.170, 0.050, 0.001, 5.020, 0.009, 0.015, 0.009, 0.015, 0.002, 0.001],
  "charge": 1,
  "e_above_lowest_kcal_mol": 19.52,
  "homo_ev": [-12.745, -12.653],
  "fmax_ev_per_a": 5.81,
  "s_squared": 12.62,
  "multiplicity": 7
}

Record 6
{
  "formula": "C32H50BN7RuSe",
  "method": "ωB97M-V/def2-TZVPD",
  "symbols": ["Ru", "C", "C", "C", "C", "C", "C", "C", "C", "C", "N", "N", "B", "N", "N", "C", "C", "C", "C", "C", "C", "C", "C", "C", "N", "N", "C", "C", "C", "C", "C", "C", "C", "C", "C", "H", "H", "H", "H", "H", "H", "H", "H", "H", "H", "H", "H", "H", "H", "H", "H", "H", "H", "H", "H", "H", "H", "H", "H", "H", "H", "H", "H", "H", "H", "H", "H", "H", "H", "H", "H", "H", "H", "H", "H", "H", "H", "H", "H", "H", "H", "Se", "C", "C", "C", "N", "C", "C", "H", "H", "H", "H"],
  "coordinates": [[0.394, -0.347, -1.582], [-1.385, 2.653, -4.469], [-0.084, 2.092, -3.887], [-0.037, 0.568, -4.023], [0.073, 2.520, -2.461], [0.030, 3.767, -1.868], [0.118, 3.557, -0.488], [0.074, 4.617, 0.573], [1.352, 4.648, 1.413], [-1.192, 4.536, 1.431], [0.232, 2.234, -0.274], [0.215, 1.608, -1.477], [0.187, 1.334, 1.005], [1.487, 0.465, 0.980], [1.726, -0.227, -0.175], [2.884, -0.927, -0.041], [3.381, -0.671, 1.211], [2.475, 0.198, 1.845], [2.685, 0.698, 3.248], [1.468, 1.138, 4.053], [3.769, 1.786, 3.236], [3.431, -1.792, -1.134], [2.609, -1.701, -2.413], [4.893, -1.436, -1.427], [-1.056, 0.408, 0.905], [-1.265, -0.313, -0.238], [-2.507, -0.840, -0.179], [-3.073, -0.498, 1.037], [-2.139, 0.299, 1.697], [-2.275, 0.934, 3.045], [-2.330, -0.152, 4.124], [-3.520, 1.823, 3.093], [-3.164, -1.515, -1.353], [-4.399, -2.303, -0.918], [-2.243, -2.409, -2.173], [-1.470, 2.395, -5.524], [-1.418, 3.737, -4.384], [-2.251, 2.247, -3.940], [0.755, 2.499, -4.459], [-0.747, 0.087, -3.298], [0.978, 0.161, -3.967], [-0.447, 0.233, -4.976], [-0.077, 4.721, -2.355], [0.024, 5.554, 0.013], [1.465, 3.736, 1.997], [1.312, 5.486, 2.108], [2.238, 4.771, 0.788], [-1.186, 3.664, 2.084], [-2.090, 4.499, 0.813], [-1.257, 5.423, 2.061], [0.149, 2.005, 1.963], [4.280, -1.067, 1.651], [3.103, -0.175, 3.758], [1.128, 2.135, 3.777], [1.751, 1.174, 5.104], [0.634, 0.440, 3.959], [3.429, 2.665, 2.687], [4.694, 1.435, 2.780], [3.990, 2.091, 4.258], [3.399, -2.826, -0.774], [2.773, -0.749, -2.924], [1.521, -1.910, -2.228], [2.857, -2.497, -3.115], [4.975, -0.411, -1.790], [5.301, -2.106, -2.184], [5.507, -1.531, -0.534], [-4.050, -0.765, 1.398], [-1.396, 1.554, 3.223], [-3.205, -0.789, 3.988], [-2.399, 0.305, 5.110], [-1.445, -0.790, 4.103], [-4.429, 1.228, 2.997], [-3.515, 2.567, 2.295], [-3.566, 2.346, 4.047], [-3.501, -0.695, -2.001], [-4.131, -3.073, -0.193], [-4.856, -2.790, -1.778], [-5.152, -1.657, -0.470], [-1.953, -3.303, -1.623], [-1.316, -1.911, -2.506], [-2.747, -2.727, -3.086], [0.260, -3.108, 0.196], [0.079, -4.813, -0.573], [0.792, -5.180, -1.715], [0.609, -6.457, -2.219], [-0.231, -7.340, -1.686], [-0.911, -6.983, -0.602], [-0.787, -5.742, 0.006], [1.477, -4.496, -2.198], [1.157, -6.786, -3.094], [-1.583, -7.728, -0.191], [-1.340, -5.510, 0.905]],
  "lowdin_spin": [2.280, 0.002, 0.003, 0.023, 0.023, 0.015, 0.041, 0.005, 0.003, 0.003, -0.001, 0.050, -0.001, 0.000, 0.058, 0.031, 0.028, 0.050, 0.007, 0.000, 0.005, 0.008, 0.032, 0.002, 0.005, 0.178, 0.039, 0.015, 0.026, 0.003, 0.002, 0.002, 0.002, 0.001, 0.037, 0.000, 0.000, 0.000, 0.002, 0.004, 0.009, 0.003, 0.000, 0.000, 0.000, 0.000, 0.000, 0.000, 0.000, 0.000, 0.000, 0.001, 0.001, 0.000, 0.000, 0.000, 0.000, 0.000, 0.001, 0.006, 0.007, 0.008, 0.004, 0.000, 0.000, 0.000, 0.001, 0.000, 0.000, 0.000, 0.000, 0.000, 0.000, 0.000, 0.001, 0.000, 0.000, 0.000, 0.009, 0.011, 0.002, 0.730, 0.066, 0.053, -0.011, 0.064, -0.010, 0.061, 0.002, -0.002, -0.002, 0.002],
  "charge": 2,
  "e_above_lowest_kcal_mol": 0.00,
  "homo_ev": [-14.208, -14.214],
  "fmax_ev_per_a": 0.33,
  "s_squared": 6.03,
  "multiplicity": 5
}